{"formula": "C14H31N3O6PS2", "method": "wB97M-V/def2-TZVPD", "elements": ["C", "P", "O", "C", "S", "C", "C", "S", "O", "O", "N", "C", "C", "C", "C", "O", "H", "H", "H", "H", "H", "H", "H", "H", "H", "H", "H", "H", "H", "H", "H", "H", "H", "C", "C", "O", "N", "C", "H", "H", "H", "H", "H", "H", "H", "C", "C", "O", "N", "C", "H", "H", "H", "H", "H", "H", "H"], "xyz": [[1.12, -3.59, -0.09], [0.72, -2.44, -1.45], [2.13, -2.48, -2.31], [1.07, -0.87, -0.48], [-0.42, -0.62, 0.54], [-1.08, 0.42, -0.65], [-2.51, 0.82, -0.71], [-3.42, 0.66, 0.83], [-3.53, -0.73, 1.15], [-4.56, 1.51, 0.71], [-0.21, 0.82, -1.53], [1.20, 0.45, -1.25], [2.07, 0.54, -2.49], [3.58, 0.55, -2.19], [4.01, 1.44, -1.04], [5.41, 1.48, -1.05], [0.97, -4.61, -0.43], [2.16, -3.47, 0.22], [0.48, -3.40, 0.78], [2.34, -3.38, -2.61], [1.96, -0.98, 0.15], [-3.04, 0.20, -1.44], [-2.60, 1.86, -1.01], [-2.56, 1.21, 1.73], [-0.47, 1.41, -2.31], [1.53, 1.20, -0.51], [1.85, -0.30, -3.14], [1.79, 1.44, -3.03], [3.94, -0.47, -2.04], [4.08, 0.93, -3.08], [3.58, 2.45, -1.18], [3.64, 1.07, -0.07], [5.72, 1.69, -0.15], [5.79, -0.15, 3.75], [5.40, 1.12, 3.03], [5.93, 1.44, 1.97], [4.47, 1.92, 3.61], [3.77, 1.71, 4.86], [6.55, -0.65, 3.16], [6.20, 0.07, 4.74], [4.93, -0.81, 3.87], [4.28, 2.76, 3.09], [2.69, 1.67, 4.71], [3.98, 2.52, 5.56], [4.08, 0.78, 5.32], [-6.40, -1.39, -0.63], [-6.82, -1.29, -2.08], [-6.27, -1.95, -2.95], [-7.81, -0.41, -2.39], [-8.55, 0.45, -1.49], [-5.62, -2.14, -0.56], [-6.02, -0.43, -0.29], [-7.24, -1.69, 0.00], [-8.04, -0.39, -3.37], [-9.62, 0.22, -1.53], [-8.43, 1.50, -1.77], [-8.21, 0.32, -0.47]], "lowdin_charge": [-0.2710, 0.8597, -0.3160, -0.6115, 1.0889, -0.5469, -0.1945, 0.6478, -0.3264, -0.3045, 0.1064, -0.3346, -0.1492, -0.1592, -0.2945, -0.0438, 0.0481, 0.0549, 0.0350, 0.0780, 0.1036, 0.1460, 0.1256, 0.0876, 0.1875, 0.1422, 0.1044, 0.1277, 0.1165, 0.1296, 0.1274, 0.1085, 0.0611, -0.0032, -0.5364, 0.0272, 0.0101, -0.0720, 0.0868, 0.0901, 0.0835, 0.1399, 0.0799, 0.0886, 0.0726, -0.0108, -0.5559, 0.0266, 0.0083, -0.0730, 0.0811, 0.0492, 0.0913, 0.1410, 0.0859, 0.0831, 0.0718], "gap_ev": 6.958, "total_energy_ha": -2305.25086, "spin_multiplicity": 1, "total_charge": 1}